This record from the Open Molecules 2025 dataset describes 12 unconnected molecules or ions with the total composition C22H68IN28O11 at a distorted geometry. The level of theory is ωB97M-V/def2-TZVPD.

Largest force on an atom ... 5.94 eV Å⁻¹
Charge ... +1
Gap between HOMO and LUMO ... 0.2781 hartree
Calculated total energy ... -3537.696548 Eh
Energy relative to the best compared isomer or geometry (same formula, charge and spin) ... 227.9 kJ/mol

Last column: Mulliken charge in e.
Positions of all 130 atoms, in Å:
C  4.05  -0.20  7.11  -0.851
C  3.09  -1.44  6.76  -0.494
C  1.62  -1.03  6.31  -0.050
C  1.39  -0.97  4.74  -0.046
N  2.13  -2.02  3.97  -0.147
C  2.88  -1.51  2.84  -0.154
N  4.19  -0.93  2.76  -0.371
C  4.50  -0.61  1.39  0.389
N  5.62  -0.09  0.84  0.479
C  5.58  0.15  -0.62  -1.071
N  6.41  -0.76  -1.43  -0.157
C  6.05  -2.19  -1.27  -0.783
C  6.75  0.26  1.75  -1.157
I  8.73  -0.23  1.00  0.117
C  6.73  1.89  1.94  -0.294
C  6.52  2.29  3.47  -0.825
N  3.30  -1.00  0.74  0.376
N  2.32  -1.52  1.51  -0.348
H  5.12  -0.51  6.89  0.228
H  3.73  0.75  6.60  0.147
H  3.99  -0.06  8.25  0.331
H  3.64  -2.13  6.05  0.311
H  2.98  -2.03  7.73  0.294
H  1.43  0.02  6.72  0.311
H  0.88  -1.72  6.83  -0.300
H  0.28  -1.17  4.57  0.390
H  1.56  0.08  4.32  -0.057
H  1.50  -2.76  3.63  0.374
H  4.54  0.18  -1.07  0.359
H  6.01  1.21  -0.78  0.350
H  6.28  -0.55  -2.43  0.312
H  7.03  -2.76  -1.14  0.323
H  5.56  -2.66  -2.20  0.202
H  5.42  -2.44  -0.37  0.256
H  6.66  -0.17  2.78  0.682
H  7.68  2.34  1.49  0.488
H  5.86  2.29  1.35  0.217
H  5.61  2.99  3.51  0.164
H  7.42  2.86  3.82  0.277
H  6.24  1.41  4.13  0.221
H  3.06  -0.93  -0.25  0.140
H  1.38  -1.86  1.25  0.347
C  -2.00  -1.78  7.22  0.569
O  -1.25  -1.45  6.31  -0.598
N  -1.74  -2.83  8.03  -0.312
N  -3.16  -1.13  7.49  -0.394
H  -2.35  -3.12  8.78  0.185
H  -0.89  -3.34  7.87  0.197
H  -3.39  -0.35  6.90  0.211
H  -3.79  -1.39  8.23  0.169
C  -0.09  -1.79  -1.26  0.763
O  -0.13  -2.06  -0.06  -0.750
N  -1.16  -1.32  -1.94  -0.514
N  1.04  -1.94  -2.00  -0.330
H  -1.15  -1.10  -2.92  0.213
H  -2.02  -1.20  -1.43  0.220
H  1.86  -2.29  -1.53  0.147
H  1.10  -1.72  -2.98  0.181
C  -0.29  2.32  -3.21  0.533
O  -0.88  1.82  -4.16  -0.663
N  -0.21  1.71  -2.00  -0.250
N  0.34  3.52  -3.28  -0.367
H  0.27  2.10  -1.21  0.128
H  -0.66  0.81  -1.91  0.180
H  0.30  4.01  -4.16  0.251
H  0.83  3.95  -2.52  0.157
C  -4.62  -5.38  10.01  0.666
O  -4.42  -4.27  10.48  -0.652
N  -3.72  -6.39  10.13  -0.389
N  -5.74  -5.70  9.32  -0.384
H  -3.86  -7.31  9.76  0.166
H  -2.87  -6.20  10.64  0.217
H  -6.43  -4.97  9.20  0.218
H  -5.92  -6.60  8.93  0.167
C  6.52  -2.59  -5.11  0.717
O  5.46  -2.54  -4.49  -0.654
N  7.73  -2.41  -4.52  -0.319
N  6.57  -2.82  -6.45  -0.401
H  8.60  -2.44  -5.01  0.171
H  7.73  -2.23  -3.53  0.199
H  5.69  -2.96  -6.93  0.210
H  7.42  -2.86  -6.97  0.149
C  -4.24  4.62  -2.76  0.640
O  -5.16  5.04  -2.07  -0.716
N  -3.05  4.26  -2.22  -0.338
N  -4.33  4.46  -4.10  -0.339
H  -2.28  3.91  -2.76  0.198
H  -2.94  4.36  -1.23  0.193
H  -5.21  4.71  -4.54  0.206
H  -3.59  4.11  -4.68  0.171
C  -8.99  6.11  -1.88  0.710
O  -9.01  5.85  -0.69  -0.657
N  -10.08  6.57  -2.55  -0.405
N  -7.87  5.97  -2.64  -0.291
H  -10.08  6.79  -3.53  0.152
H  -10.93  6.69  -2.02  0.226
H  -7.04  5.63  -2.18  0.274
H  -7.83  6.18  -3.62  0.131
C  2.36  3.73  5.16  0.692
O  2.79  3.60  6.29  -0.613
N  2.56  2.80  4.19  -0.194
N  1.64  4.81  4.77  -0.414
H  2.21  2.89  3.25  0.140
H  3.09  1.98  4.43  -0.013
H  1.47  5.52  5.46  0.239
H  1.27  4.94  3.85  0.141
C  3.89  -5.21  -8.40  0.641
O  4.10  -4.09  -7.97  -0.663
N  4.77  -6.23  -8.25  -0.354
N  2.75  -5.53  -9.06  -0.426
H  4.61  -7.16  -8.59  0.176
H  5.63  -6.03  -7.76  0.208
H  2.07  -4.80  -9.19  0.218
H  2.55  -6.45  -9.42  0.159
C  -8.43  2.03  -3.77  0.539
O  -9.56  1.71  -3.43  -0.668
N  -7.73  3.00  -3.13  -0.217
N  -7.77  1.44  -4.81  -0.295
H  -6.80  3.29  -3.38  0.097
H  -8.18  3.46  -2.35  0.146
H  -8.26  0.71  -5.31  0.217
H  -6.85  1.70  -5.09  0.140
C  -8.29  0.52  -8.21  0.662
O  -8.36  -0.11  -7.17  -0.689
N  -8.48  -0.04  -9.43  -0.428
N  -8.01  1.85  -8.24  -0.332
H  -8.43  0.46  -10.30  0.154
H  -8.69  -1.03  -9.45  0.221
H  -7.87  2.31  -7.35  0.206
H  -7.95  2.40  -9.08  0.169